{
  "formula": "C43H117N7O12",
  "method": "wB97M-V/def2-TZVPD",
  "species": ["C", "O", "C", "C", "C", "N", "H", "H", "H", "H", "H", "H", "H", "H", "H", "H", "H", "C", "O", "C", "C", "C", "N", "H", "H", "H", "H", "H", "H", "H", "H", "H", "H", "H", "C", "O", "C", "C", "C", "N", "H", "H", "H", "H", "H", "H", "H", "H", "H", "H", "H", "C", "O", "C", "C", "C", "N", "H", "H", "H", "H", "H", "H", "H", "H", "H", "H", "H", "C", "O", "C", "C", "C", "N", "H", "H", "H", "H", "H", "H", "H", "H", "H", "H", "H", "C", "O", "C", "C", "C", "N", "H", "H", "H", "H", "H", "H", "H", "H", "H", "H", "H", "C", "O", "C", "C", "C", "N", "H", "H", "H", "H", "H", "H", "H", "H", "H", "H", "H", "C", "C", "C", "O", "H", "H", "H", "H", "H", "H", "H", "H", "C", "C", "C", "O", "H", "H", "H", "H", "H", "H", "H", "H", "C", "C", "C", "O", "H", "H", "H", "H", "H", "H", "H", "H", "C", "C", "C", "O", "H", "H", "H", "H", "H", "H", "H", "H", "C", "C", "C", "O", "H", "H", "H", "H", "H", "H", "H", "H"],
  "xyz": [[-9.770, -14.765, 12.398], [-9.832, -16.186, 12.833], [-9.907, -17.126, 11.729], [-10.198, -18.592, 12.271], [-9.919, -19.722, 11.311], [-11.536, -18.751, 12.791], [-9.190, -14.719, 11.476], [-9.117, -14.289, 13.130], [-10.701, -14.211, 12.276], [-10.696, -16.809, 11.047], [-8.939, -17.115, 11.227], [-9.477, -18.760, 13.071], [-10.175, -20.685, 11.751], [-8.870, -19.665, 11.019], [-10.580, -19.709, 10.445], [-12.211, -18.624, 12.051], [-11.722, -18.039, 13.482], [-3.310, -21.445, 16.269], [-4.036, -22.620, 16.075], [-3.391, -23.586, 15.200], [-4.270, -24.875, 15.109], [-5.698, -24.636, 14.630], [-4.361, -25.493, 16.442], [-2.381, -21.665, 16.796], [-3.869, -20.719, 16.859], [-3.046, -20.876, 15.378], [-3.224, -23.184, 14.201], [-2.388, -23.768, 15.586], [-3.775, -25.625, 14.492], [-5.739, -24.315, 13.590], [-6.186, -23.857, 15.215], [-6.305, -25.530, 14.776], [-4.902, -24.816, 16.961], [-3.474, -25.324, 16.896], [-4.846, -24.453, 4.817], [-3.893, -23.910, 5.709], [-3.583, -22.511, 5.601], [-2.566, -21.901, 6.510], [-1.232, -22.675, 6.671], [-3.144, -21.763, 7.793], [-5.732, -23.818, 4.810], [-5.076, -25.470, 5.135], [-4.511, -24.522, 3.782], [-3.197, -22.417, 4.586], [-4.471, -21.882, 5.548], [-2.291, -20.924, 6.111], [-0.711, -22.840, 5.727], [-1.460, -23.693, 6.987], [-0.466, -22.164, 7.255], [-3.029, -22.641, 8.278], [-4.138, -21.702, 7.628], [-7.883, -26.192, 6.316], [-8.729, -27.096, 6.984], [-9.971, -27.239, 6.319], [-10.951, -27.957, 7.258], [-12.451, -27.876, 6.791], [-11.075, -27.400, 8.620], [-7.519, -26.642, 5.393], [-6.956, -25.923, 6.823], [-8.418, -25.288, 6.023], [-10.353, -26.363, 5.796], [-9.875, -27.978, 5.523], [-10.466, -28.930, 7.342], [-12.741, -26.825, 6.768], [-13.208, -28.388, 7.387], [-12.516, -28.206, 5.754], [-11.490, -26.485, 8.510], [-10.122, -27.225, 8.902], [-9.451, -24.141, 12.382], [-8.429, -25.048, 12.021], [-8.638, -26.334, 12.573], [-7.679, -27.356, 11.821], [-7.620, -27.195, 10.290], [-7.900, -28.761, 12.098], [-9.523, -23.804, 13.417], [-10.397, -24.653, 12.205], [-9.375, -23.298, 11.695], [-8.343, -26.350, 13.622], [-9.681, -26.626, 12.444], [-6.706, -27.111, 12.248], [-8.617, -27.485, 9.957], [-6.903, -27.884, 9.843], [-7.485, -26.165, 9.959], [-7.977, -28.927, 13.092], [-8.792, -29.012, 11.697], [0.274, -19.209, 13.677], [-0.755, -20.185, 13.669], [-0.742, -21.110, 12.527], [-1.382, -20.483, 11.271], [-2.856, -20.199, 11.417], [-1.274, -21.414, 10.158], [1.282, -19.595, 13.523], [0.296, -18.607, 14.586], [0.213, -18.444, 12.902], [0.260, -21.495, 12.339], [-1.300, -21.965, 12.909], [-0.791, -19.579, 11.126], [-2.977, -19.303, 12.025], [-3.387, -20.982, 11.958], [-3.290, -19.992, 10.439], [-1.795, -22.239, 10.417], [-1.691, -21.138, 9.281], [-4.209, -27.244, 7.229], [-4.550, -27.575, 5.893], [-4.538, -28.922, 5.531], [-5.097, -29.131, 4.125], [-4.357, -28.170, 3.150], [-6.541, -28.956, 3.972], [-4.923, -27.727, 7.896], [-4.492, -26.192, 7.203], [-3.176, -27.569, 7.355], [-3.482, -29.190, 5.525], [-5.144, -29.517, 6.214], [-4.950, -30.128, 3.709], [-4.694, -28.369, 2.132], [-3.281, -28.331, 3.087], [-4.527, -27.129, 3.425], [-6.761, -28.165, 4.560], [-7.003, -29.753, 4.387], [-3.710, -26.253, 11.043], [-2.596, -25.204, 10.849], [-1.409, -25.608, 10.032], [-3.135, -24.075, 10.239], [-3.446, -26.880, 11.894], [-3.948, -26.857, 10.168], [-4.671, -25.799, 11.287], [-2.293, -24.879, 11.844], [-0.728, -24.787, 9.809], [-1.722, -26.104, 9.113], [-0.820, -26.354, 10.566], [-3.911, -23.775, 10.718], [-6.268, -21.301, 9.942], [-6.476, -22.791, 9.982], [-6.162, -23.635, 8.672], [-5.719, -23.327, 11.085], [-6.400, -20.820, 10.911], [-6.911, -20.738, 9.265], [-5.276, -21.082, 9.549], [-7.537, -22.902, 10.209], [-5.124, -23.718, 8.350], [-6.795, -23.198, 7.900], [-6.409, -24.691, 8.782], [-6.322, -23.856, 11.613], [-5.106, -18.980, 6.523], [-4.534, -17.950, 7.519], [-4.001, -16.710, 6.748], [-5.454, -17.531, 8.481], [-5.985, -18.553, 6.040], [-5.509, -19.935, 6.861], [-4.416, -19.202, 5.709], [-3.727, -18.394, 8.100], [-3.060, -16.885, 6.225], [-3.832, -15.907, 7.465], [-4.719, -16.359, 6.007], [-5.002, -16.848, 8.981], [-6.253, -17.877, 11.670], [-5.793, -17.480, 13.019], [-6.779, -16.491, 13.661], [-5.822, -18.656, 13.798], [-6.568, -16.976, 11.144], [-6.986, -18.684, 11.671], [-5.411, -18.300, 11.121], [-4.753, -17.156, 13.007], [-7.750, -16.978, 13.754], [-6.973, -15.655, 12.990], [-6.467, -16.197, 14.663], [-5.094, -18.587, 14.419], [-10.614, -20.085, 7.552], [-9.238, -20.494, 6.943], [-9.411, -21.678, 6.006], [-8.641, -19.501, 6.203], [-11.404, -19.742, 6.885], [-10.428, -19.302, 8.288], [-11.035, -20.851, 8.203], [-8.530, -20.773, 7.723], [-9.617, -21.372, 4.980], [-10.173, -22.385, 6.334], [-8.522, -22.308, 6.021], [-8.505, -18.771, 6.811]],
  "atomic_forces_ev_per_a": [[1.353, -1.740, 0.357], [-0.852, 0.928, -0.923], [0.080, -0.537, 0.863], [0.318, 1.100, 0.129], [-0.176, 0.162, -0.653], [-0.181, 0.078, 0.445], [-0.180, -0.017, -0.319], [-0.376, 0.128, 0.225], [-0.289, -0.541, 0.176], [-0.117, -0.093, -0.226], [0.068, -0.004, -0.286], [-0.103, 0.273, 0.419], [0.405, 0.090, 0.454], [-0.071, -0.356, -0.310], [0.165, 0.398, -0.324], [-0.146, -0.002, -0.164], [-0.079, 0.104, 0.142], [0.595, 0.578, 0.212], [-0.305, -0.964, -1.005], [-0.909, 0.401, -0.025], [0.431, 0.394, 0.890], [0.035, 0.318, -0.126], [-0.093, 0.519, 0.233], [0.255, 0.056, 0.124], [-0.339, -0.444, 0.285], [0.035, -0.397, -0.598], [-0.256, 0.408, -0.241], [0.119, -0.469, 0.250], [0.153, 0.276, -0.413], [0.052, -0.106, -0.030], [0.169, 0.150, 0.097], [0.193, -0.167, -0.182], [-0.696, -0.025, 0.383], [0.591, -0.526, 0.057], [-0.019, 0.673, 0.094], [0.591, 0.218, 1.418], [0.099, -0.922, -3.423], [1.641, -1.001, -0.071], [-0.231, -0.360, -1.215], [-0.722, 0.413, 1.523], [-0.391, -0.067, 0.054], [-0.006, 0.164, 0.167], [0.437, 0.175, -0.161], [0.277, 0.217, -0.492], [-0.523, -0.052, 0.566], [-0.335, 0.223, -0.270], [-0.297, 0.191, -0.461], [0.164, 0.079, 0.612], [-0.530, -0.050, 0.598], [0.031, -0.265, 0.459], [-0.307, 0.325, 0.499], [0.302, -0.074, -1.056], [-0.172, 0.660, 0.359], [-0.476, -1.260, -0.277], [-1.686, 0.990, 1.009], [1.306, -0.353, -1.328], [1.106, -0.165, -0.378], [-0.114, -0.028, -0.354], [-0.410, -0.221, 0.765], [-0.045, 0.241, 0.175], [0.086, 0.671, 0.585], [0.387, -0.053, -0.548], [-0.779, -0.456, 0.169], [0.122, 0.162, 0.097], [0.563, -0.259, 0.183], [-0.286, -0.187, -0.105], [-0.162, 0.284, 0.190], [0.158, 0.209, 0.473], [-0.649, -0.302, -0.743], [0.266, 0.271, 0.539], [1.083, -0.967, -1.309], [0.606, 1.149, 0.175], [-0.929, 0.146, 0.757], [-0.413, 0.162, 0.153], [0.745, -0.028, 0.229], [-0.373, 0.159, -0.207], [-0.007, 0.115, 0.223], [-0.277, -0.015, 0.270], [-0.239, -0.090, 0.065], [0.337, -0.004, -0.125], [0.028, -0.133, -0.346], [0.057, 0.153, 0.124], [0.238, -0.114, 0.131], [0.071, -0.082, 0.217], [-0.234, -0.307, -0.095], [0.353, 0.417, -0.532], [0.477, -0.124, -0.605], [-0.374, 0.720, 0.863], [-0.095, -0.902, -0.104], [-0.050, 1.458, 1.099], [1.620, -0.767, 0.242], [0.070, -0.641, 0.220], [-0.410, -0.556, 0.370], [-0.595, -0.019, -0.489], [0.250, 0.353, -0.185], [-0.346, -0.045, -0.184], [-0.156, 0.176, -0.550], [-0.317, 0.223, 0.175], [-0.055, -0.283, -0.320], [-0.114, -0.194, 0.071], [-0.072, -0.395, -0.047], [-0.179, 0.608, 0.167], [-1.160, -0.389, -1.406], [-1.134, 0.546, -0.934], [0.286, -0.552, -0.221], [0.652, 0.814, -1.482], [-0.301, -0.404, -0.173], [0.313, 0.476, 0.480], [0.258, -0.328, 0.438], [1.076, 0.281, 0.782], [0.111, 0.586, 0.750], [0.133, -0.823, 0.182], [0.182, -0.222, 0.446], [0.643, -0.282, 0.658], [-0.349, 0.233, 0.049], [0.114, -0.106, 0.516], [-0.072, -0.048, -0.130], [-0.515, 0.231, -0.023], [-0.202, -0.107, 0.102], [0.326, -0.155, 0.224], [-0.984, -0.021, 0.517], [0.518, -1.026, 0.057], [0.049, 1.211, -1.270], [-0.043, -0.379, -0.147], [0.455, -0.117, -0.152], [0.132, 0.421, 0.199], [0.406, -0.263, 0.383], [-0.283, 0.182, 0.002], [-0.081, 0.240, -0.209], [0.035, -0.098, 0.141], [-0.579, 0.054, 0.159], [0.878, 0.684, -0.847], [-0.006, -1.129, -0.488], [-0.470, 0.829, 0.917], [-0.072, 0.270, -0.092], [0.188, -0.353, 0.149], [-0.426, -0.421, -0.199], [0.333, 0.130, 0.365], [-0.165, -0.532, -0.019], [0.158, 0.789, 0.165], [0.133, -0.154, -0.394], [-0.549, 0.100, 0.369], [-0.159, -0.251, 0.124], [-0.773, 0.536, -0.126], [1.251, -0.358, -1.134], [-0.110, -0.470, 0.207], [-1.356, 0.050, 0.172], [-0.039, 0.357, -0.134], [0.410, 0.012, 0.778], [0.301, 0.134, 0.188], [0.513, -0.283, -0.370], [0.024, -0.222, 0.069], [0.084, 0.123, -0.009], [-0.168, -0.027, 0.084], [-0.180, 0.058, 0.231], [0.822, 0.022, -1.343], [-0.957, 0.134, 1.129], [0.193, -0.241, -0.375], [0.478, -0.905, 0.710], [-0.339, -0.263, -0.334], [-0.366, 0.432, 0.279], [0.043, -0.014, -0.192], [-0.035, 0.623, -0.205], [0.106, -0.192, 0.050], [0.288, 0.382, 0.264], [0.084, 0.279, -0.125], [-0.092, -0.296, 0.225], [0.830, 0.278, 0.958], [-1.834, -1.526, 0.093], [0.284, -0.946, 0.182], [0.401, 1.474, -0.645], [0.383, -0.113, -0.415], [0.003, 0.511, -0.170], [0.093, -0.501, -0.312], [-0.309, -0.216, 0.555], [-0.035, 0.117, 0.108], [-0.366, 0.295, 0.075], [0.367, 0.214, -0.341], [0.231, 0.394, -0.131]],
  "e_tot_ev": -81482.857,
  "e_above_lowest_kj_mol": 212.7,
  "lumo_ev": 0.45,
  "charge": 0
}